{
  "formula": "C45H54O4",
  "method": "ωB97M-V/def2-TZVPD",
  "energy_ev": -55727.3522,
  "relative_energy_kcal_mol": 0.00,
  "max_force_ha_per_bohr": 0.0975,
  "homo_ev": -9.11,
  "lumo_ev": 0.33,
  "homo_lumo_gap_ev": 9.44,
  "symbols": ["C", "O", "C", "C", "C", "C", "C", "C", "C", "O", "O", "C", "O", "H", "H", "H", "H", "H", "H", "H", "H", "H", "H", "H", "H", "H", "H", "H", "H", "H", "H", "C", "C", "C", "C", "C", "C", "H", "H", "H", "H", "H", "H", "C", "C", "C", "C", "C", "C", "H", "H", "H", "H", "H", "H", "C", "C", "C", "C", "C", "C", "H", "H", "H", "H", "H", "H", "C", "C", "C", "C", "C", "C", "H", "H", "H", "H", "H", "H", "C", "C", "C", "C", "C", "C", "H", "H", "H", "H", "H", "H", "C", "C", "C", "C", "C", "C", "H", "H", "H", "H", "H", "H"],
  "xyz": [[-4.8743, -2.6367, -0.7050], [-3.6766, -3.4184, -1.0294], [-2.6358, -2.8367, -0.1796], [-1.1675, -3.0827, -0.7294], [0.0532, -2.5107, 0.1031], [-0.2245, -1.5991, 1.3628], [0.3347, -0.0723, 1.2189], [-0.9189, 0.8991, 0.9525], [-0.6598, 1.9388, -0.2679], [-1.2602, 1.6287, 2.1648], [0.5573, -2.1733, 2.4883], [-0.1093, -1.9840, 3.7133], [0.4624, -2.4028, 4.7575], [-5.8140, -3.0623, -1.1887], [-4.9992, -2.6049, 0.4427], [-4.7620, -1.5623, -1.1175], [-2.7125, -3.2052, 0.9101], [-2.8214, -1.6966, -0.1674], [-1.0297, -4.2271, -0.8146], [-1.1350, -2.6858, -1.8096], [0.7070, -3.4009, 0.4382], [0.7270, -1.9141, -0.6217], [-1.2901, -1.5149, 1.7412], [1.1380, 0.0229, 0.4119], [0.7502, 0.2211, 2.2551], [-1.8205, 0.2645, 0.6102], [-0.6354, 1.3436, -1.2565], [-1.5153, 2.7021, -0.2610], [0.3807, 2.3918, -0.1316], [-0.4729, 2.1038, 2.5104], [-1.0996, -1.4402, 3.8611], [-3.9309, 4.6387, -1.0962], [-4.6302, 5.5357, -1.8973], [-4.7386, 6.8696, -1.5180], [-4.1510, 7.3061, -0.3345], [-3.4595, 6.4071, 0.4713], [-3.3473, 5.0737, 0.0908], [-3.8408, 3.5999, -1.3956], [-5.0906, 5.1948, -2.8188], [-5.2811, 7.5696, -2.1445], [-4.2332, 8.3468, -0.0398], [-3.0064, 6.7461, 1.3972], [-2.8059, 4.3734, 0.7186], [4.9939, -1.9764, 3.9398], [6.2198, -2.2083, 3.3233], [6.2804, -2.9616, 2.1551], [5.1148, -3.4871, 1.6052], [3.8902, -3.2627, 2.2269], [3.8290, -2.5064, 3.3929], [4.9462, -1.3834, 4.8469], [7.1289, -1.8007, 3.7534], [7.2358, -3.1394, 1.6728], [5.1614, -4.0724, 0.6931], [2.9818, -3.6772, 1.8019], [2.8737, -2.3299, 3.8760], [-2.5870, -2.2815, 9.1824], [-2.9850, -1.0128, 8.7734], [-2.3556, -0.3996, 7.6945], [-1.3244, -1.0541, 7.0267], [-0.9200, -2.3191, 7.4411], [-1.5520, -2.9337, 8.5179], [-3.0822, -2.7621, 10.0194], [-3.7871, -0.5014, 9.2956], [-2.6684, 0.5886, 7.3737], [-0.8352, -0.5778, 6.1843], [-0.1136, -2.8259, 6.9249], [-1.2384, -3.9210, 8.8398], [1.1407, -1.2348, -4.2523], [2.3627, -1.4749, -4.8724], [2.4149, -2.2329, -6.0378], [1.2449, -2.7549, -6.5813], [0.0239, -2.5225, -5.9561], [-0.0289, -1.7614, -4.7928], [1.0993, -0.6380, -3.3470], [3.2753, -1.0702, -4.4474], [3.3676, -2.4172, -6.5231], [1.2853, -3.3438, -7.4915], [-0.8877, -2.9342, -6.3764], [-0.9814, -1.5782, -4.3066], [-1.2137, 7.4797, 3.9044], [-0.5292, 7.4689, 5.1156], [0.4451, 8.4279, 5.3734], [0.7383, 9.3960, 4.4177], [0.0602, 9.4013, 3.2028], [-0.9167, 8.4446, 2.9464], [-1.9782, 6.7357, 3.7064], [-0.7559, 6.7126, 5.8598], [0.9763, 8.4212, 6.3192], [1.4960, 10.1453, 4.6194], [0.2928, 10.1525, 2.4552], [-1.4470, 8.4503, 1.9999], [3.4562, -4.7924, -9.1739], [2.4907, -5.6415, -9.7054], [2.3968, -5.8136, -11.0827], [3.2662, -5.1327, -11.9295], [4.2257, -4.2765, -11.3985], [4.3221, -4.1073, -10.0210], [3.5335, -4.6636, -8.0994], [1.8110, -6.1706, -9.0452], [1.6461, -6.4783, -11.4967], [3.1949, -5.2686, -13.0032], [4.8998, -3.7410, -12.0589], [5.0718, -3.4414, -9.6069]],
  "forces_ev_per_a": [[-0.3, 0.3, 0.0], [0.0, 1.6, 1.5], [0.7, 0.9, 0.2], [-0.8, -1.2, -1.0], [0.7, 0.0, -0.3], [1.2, 1.2, 0.3], [-1.2, -0.2, 0.3], [0.7, 0.6, -1.4], [0.1, -1.1, 0.6], [0.3, -0.5, -0.6], [-3.0, 0.7, 1.5], [3.5, -1.8, 3.1], [-2.1, 1.5, -4.0], [1.5, 0.2, 0.6], [0.0, 0.0, -1.8], [-0.1, -1.5, 0.8], [-0.1, 0.4, -1.6], [0.4, -1.5, 0.1], [-0.3, 1.8, 0.1], [-0.1, -0.6, 1.6], [-1.1, 1.5, -0.3], [-1.1, -0.9, 1.2], [1.1, -0.3, -0.9], [-1.1, -0.2, 1.2], [-0.4, -0.5, -1.8], [1.2, 1.1, 1.1], [-0.2, 1.0, 1.5], [1.5, -1.0, -0.2], [-1.6, -0.2, -0.2], [-0.6, -0.5, -0.6], [1.0, -0.6, -1.1], [0.0, 0.1, 0.1], [0.0, 0.0, 0.0], [0.0, 0.0, 0.1], [0.0, -0.1, 0.0], [0.0, 0.0, -0.1], [-0.1, 0.0, -0.1], [0.0, 0.1, 0.0], [0.0, 0.0, 0.1], [0.0, -0.1, 0.1], [0.0, -0.1, 0.0], [0.0, 0.0, -0.1], [-0.1, 0.1, 0.0], [0.0, -0.1, -0.1], [-0.1, 0.0, 0.0], [-0.1, 0.0, 0.0], [0.0, 0.1, 0.1], [0.1, 0.0, 0.0], [0.0, 0.1, 0.0], [0.0, -0.1, -0.1], [-0.1, 0.0, 0.0], [-0.1, 0.0, 0.0], [0.0, 0.0, 0.1], [0.1, 0.1, 0.1], [0.1, -0.1, 0.0], [0.1, 0.0, -0.1], [0.0, 0.0, 0.0], [0.0, -0.1, 0.0], [-0.1, 0.0, 0.1], [0.0, -0.1, 0.1], [-0.1, 0.2, 0.0], [0.0, 0.0, -0.1], [0.1, 0.0, 0.0], [0.0, -0.1, 0.0], [0.0, 0.0, 0.1], [-0.1, 0.1, 0.0], [0.0, 0.1, 0.0], [0.0, -0.1, -0.1], [0.0, 0.0, 0.0], [-0.1, 0.0, 0.0], [0.0, 0.0, 0.1], [0.0, 0.0, 0.0], [0.1, 0.0, 0.0], [0.0, 0.0, -0.1], [-0.1, 0.0, 0.0], [-0.1, 0.0, 0.0], [0.0, 0.0, 0.1], [0.1, 0.0, 0.0], [0.1, 0.0, 0.0], [0.1, 0.1, 0.0], [0.0, 0.0, 0.0], [0.0, 0.0, -0.1], [-0.1, -0.1, 0.0], [0.0, 0.0, 0.0], [0.0, 0.0, 0.1], [0.1, 0.0, 0.0], [0.0, 0.1, -0.1], [0.0, 0.0, -0.1], [-0.1, -0.1, 0.0], [0.0, -0.1, 0.1], [0.1, 0.0, 0.1], [0.0, 0.0, -0.1], [0.0, 0.0, 0.0], [0.1, 0.1, 0.0], [0.0, 0.0, 0.1], [0.0, 0.0, 0.0], [-0.1, -0.1, 0.0], [0.0, 0.0, -0.1], [0.1, 0.0, -0.1], [0.1, 0.1, 0.0], [0.0, 0.0, 0.1], [-0.1, -0.1, 0.1], [-0.1, -0.1, 0.0]],
  "mulliken_charge": [-0.603, -0.410, 0.111, -0.367, -0.584, 0.456, -0.709, 0.633, -0.847, -0.573, -0.273, -0.033, -0.485, 0.280, 0.280, 0.225, 0.275, -0.048, 0.296, -0.184, 0.113, 0.252, 0.534, 0.311, 0.304, -0.203, 0.225, -0.083, 0.388, 0.378, 0.353, -0.397, -0.423, -0.365, -0.383, -0.016, -0.441, 0.374, 0.354, 0.357, 0.371, 0.174, 0.415, -0.557, -0.344, -0.397, -0.437, -0.308, -0.087, 0.374, 0.355, 0.354, 0.369, 0.303, 0.345, -0.357, -0.351, -0.522, -0.273, -0.297, -0.428, 0.354, 0.351, 0.356, 0.418, 0.393, 0.360, -0.216, -0.599, -0.271, -0.229, -0.594, -0.313, 0.397, 0.361, 0.359, 0.326, 0.368, 0.412, -0.327, -0.404, -0.404, -0.313, -0.577, 0.025, 0.325, 0.357, 0.352, 0.351, 0.352, 0.260, -0.293, -0.480, -0.366, -0.377, -0.376, -0.364, 0.475, 0.363, 0.352, 0.353, 0.352, 0.356]
}